Record 1
The following is a quantum chemistry calculation of 3 unconnected molecules or ions with the total composition C52H82N5O6PS2 at a distorted geometry, from the Open Molecules 2025 dataset.

```
148
Properties=species:S:1:pos:R:3
C 2.350 -1.138 4.718
C 3.082 -1.235 3.395
O 2.885 -2.487 2.733
C 1.968 -2.437 1.709
C 0.646 -2.256 2.029
C -0.265 -2.184 1.012
C 0.118 -2.283 -0.306
C 1.448 -2.510 -0.638
N 1.801 -2.701 -1.983
C 2.223 -1.740 -2.682
C 2.995 -0.565 -2.196
C 1.981 -1.797 -4.163
C 2.371 -2.585 0.398
C 3.831 -2.850 0.120
C 4.716 -1.680 0.566
C 5.981 -1.551 -0.249
N 6.796 -0.418 -0.028
O 6.288 -2.372 -1.074
C -0.965 -2.151 -1.344
O -0.837 -2.673 -2.426
C -2.208 -1.415 -0.956
C -3.055 -0.770 -1.861
C -2.804 -0.627 -3.348
C -2.771 0.894 -3.668
C -1.570 1.670 -3.129
S -2.088 3.419 -3.309
C -0.901 4.496 -2.659
S -1.073 6.077 -2.991
N 0.128 3.970 -1.848
C -0.190 4.101 -0.402
C 0.265 2.837 0.359
C 1.384 4.689 -2.107
C 1.845 4.647 -3.568
C -4.216 -0.199 -1.385
C -4.586 -0.211 -0.063
P -6.127 0.488 0.614
C -5.981 2.302 0.862
C -4.763 2.553 1.794
C -7.581 0.046 -0.432
C -7.374 -1.209 -1.280
C -3.721 -0.802 0.827
C -2.570 -1.386 0.385
C -1.685 -2.015 1.394
O -2.091 -2.368 2.476
H 2.763 -0.323 5.305
H 2.449 -2.049 5.295
H 1.296 -0.917 4.593
H 4.144 -1.155 3.601
H 2.766 -0.407 2.767
H 0.329 -2.158 3.049
H 3.963 -0.938 -1.879
H 3.185 0.089 -3.026
H 2.498 -0.011 -1.408
H 2.878 -2.206 -4.630
H 1.168 -2.469 -4.396
H 1.836 -0.788 -4.530
H 4.133 -3.693 0.732
H 3.981 -3.088 -0.922
H 4.997 -1.759 1.609
H 4.146 -0.760 0.460
H 6.501 0.028 0.833
H 6.675 0.244 -0.785
H -3.657 -1.015 -3.894
H -1.875 -1.063 -3.674
H -3.639 1.375 -3.221
H -2.841 1.069 -4.737
H -0.715 1.493 -3.774
H -1.358 1.466 -2.088
H -1.239 4.316 -0.246
H 0.366 4.940 0.009
H 0.796 2.154 -0.294
H 0.956 3.104 1.154
H -0.595 2.374 0.831
H 1.342 5.732 -1.795
H 2.139 4.217 -1.484
H 1.250 3.986 -4.187
H 1.841 5.647 -3.981
H 2.878 4.339 -3.591
H -4.861 0.268 -2.111
H -6.872 2.667 1.354
H -5.783 2.852 -0.053
H -4.452 1.611 2.238
H -5.024 3.204 2.618
H -3.941 2.932 1.202
H -8.393 -0.170 0.252
H -7.918 0.875 -1.051
H -6.913 -2.015 -0.722
H -6.850 -0.982 -2.200
H -8.357 -1.560 -1.582
H -3.982 -0.808 1.871
C -7.645 4.362 6.679
C -8.725 4.700 5.614
C -10.065 4.998 6.290
C -10.765 3.757 6.838
C -10.903 2.697 5.746
C -9.570 2.356 5.083
N -8.849 3.585 4.627
O -9.408 4.027 3.551
C -8.713 1.548 6.076
C -9.800 1.411 3.912
C -8.234 5.976 4.937
H -8.067 4.230 7.675
H -7.085 3.465 6.425
H -6.899 5.152 6.748
H -10.735 5.481 5.571
H -9.908 5.719 7.096
H -10.218 3.355 7.696
H -11.754 4.029 7.210
H -11.340 1.789 6.166
H -11.609 3.057 4.991
H -7.714 1.372 5.674
H -9.173 0.575 6.250
H -8.616 2.017 7.052
H -10.493 1.817 3.177
H -10.227 0.473 4.265
H -8.859 1.180 3.409
H -7.289 5.805 4.419
H -8.071 6.740 5.696
H -8.953 6.374 4.223
C 12.208 -3.650 -2.889
C 11.077 -3.151 -3.830
C 9.822 -2.813 -3.022
C 9.073 -4.040 -2.511
C 8.767 -4.995 -3.663
C 10.013 -5.380 -4.460
N 10.788 -4.172 -4.883
O 10.181 -3.605 -5.870
C 10.880 -6.325 -3.607
C 9.615 -6.209 -5.675
C 11.610 -1.863 -4.449
H 11.856 -3.831 -1.873
H 12.674 -4.562 -3.255
H 13.017 -2.923 -2.825
H 9.136 -2.228 -3.642
H 10.096 -2.173 -2.180
H 9.652 -4.548 -1.734
H 8.141 -3.727 -2.039
H 8.293 -5.900 -3.276
H 8.034 -4.526 -4.327
H 11.827 -6.540 -4.104
H 10.359 -7.272 -3.466
H 11.090 -5.944 -2.610
H 8.901 -5.692 -6.313
H 9.146 -7.135 -5.347
H 10.489 -6.468 -6.274
H 12.495 -2.059 -5.057
H 11.892 -1.176 -3.652
H 10.870 -1.360 -5.068
```

For the LUMO energy, the calculation gives -0.7494 eV. The expectation value of S² is 2.01. The calculated total energy is -105944.12331 eV. For the HOMO energy, the calculation gives -7.76 eV. As for the gap between HOMO and LUMO: 7.01 eV. Its multiplicity is 3.


Record 2
The following is a quantum chemistry calculation of 9 unconnected molecules or ions with the total composition C52H84N4O10S at a distorted geometry, from the Open Molecules 2025 dataset.

```
151
Properties=species:S:1:pos:R:3
C -4.654 -4.236 -0.111
C -4.602 -5.402 -0.864
C -3.488 -5.620 -1.668
C -2.373 -4.809 -1.614
C -2.386 -3.697 -0.766
C -3.554 -3.373 -0.126
N -1.151 -5.236 -2.289
O -1.350 -5.788 -3.359
O -0.074 -5.039 -1.800
H -5.556 -3.907 0.388
H -5.421 -6.105 -0.816
H -3.506 -6.550 -2.223
H -1.554 -3.026 -0.599
H -3.591 -2.408 0.366
C 1.994 4.535 -7.356
C 2.755 4.502 -6.203
C 2.519 3.523 -5.242
C 1.496 2.613 -5.448
C 0.665 2.716 -6.564
C 0.936 3.652 -7.545
N 1.226 1.611 -4.413
O 1.986 1.556 -3.470
O 0.234 0.929 -4.535
H 2.305 5.177 -8.172
H 3.517 5.226 -5.949
H 3.092 3.436 -4.330
H -0.178 2.037 -6.600
H 0.359 3.662 -8.458
C 5.957 -0.351 -4.185
C 6.488 -1.403 -4.946
C 5.791 -2.568 -5.182
C 4.543 -2.709 -4.588
C 4.004 -1.682 -3.836
C 4.709 -0.503 -3.612
N 3.721 -3.902 -4.789
O 2.753 -4.061 -4.064
O 4.050 -4.677 -5.671
H 6.519 0.571 -4.105
H 7.426 -1.254 -5.465
H 6.230 -3.413 -5.695
H 3.012 -1.728 -3.420
H 4.188 0.243 -3.028
C -7.093 -0.565 1.890
C -5.979 -0.604 1.063
C -4.978 0.340 1.216
C -5.023 1.215 2.293
C -6.104 1.191 3.180
C -7.151 0.311 2.973
N -3.958 2.184 2.510
O -3.992 2.865 3.507
O -3.067 2.169 1.684
H -7.897 -1.289 1.832
H -5.960 -1.314 0.248
H -4.194 0.491 0.485
H -6.097 1.824 4.055
H -7.962 0.290 3.686
C 1.801 2.514 1.337
C 3.215 2.133 1.779
C 3.727 0.834 1.135
C 5.258 0.746 1.015
C 5.735 -0.433 0.178
C 7.268 -0.469 0.214
H 1.471 3.305 2.012
H 1.035 1.732 1.362
H 1.752 2.869 0.307
H 3.793 3.003 1.447
H 3.331 2.112 2.864
H 3.348 0.743 0.113
H 3.274 0.006 1.688
H 5.567 1.703 0.585
H 5.690 0.676 2.020
H 5.231 -1.333 0.535
H 5.349 -0.277 -0.832
H 7.653 -1.013 1.076
H 7.555 -1.037 -0.678
H 7.701 0.527 0.189
C 2.454 -4.298 2.775
C 1.228 -5.128 2.326
C -0.113 -4.465 2.690
C -1.306 -5.373 2.342
C -1.403 -6.618 3.219
C -2.756 -7.336 3.125
H 2.596 -3.464 2.083
H 3.325 -4.942 2.843
H 2.220 -3.852 3.742
H 1.181 -5.443 1.285
H 1.324 -6.006 2.973
H -0.258 -3.568 2.083
H -0.173 -4.321 3.769
H -2.253 -4.835 2.499
H -1.392 -5.614 1.276
H -0.643 -7.345 2.910
H -1.122 -6.357 4.242
H -2.745 -8.269 3.695
H -3.475 -6.753 3.709
H -3.060 -7.531 2.101
C -0.635 4.548 0.083
C -1.624 5.275 -0.828
C -2.190 4.374 -1.916
C -3.176 3.279 -1.489
C -4.073 2.804 -2.615
C -5.050 1.683 -2.300
H -1.108 3.825 0.753
H -0.081 5.234 0.725
H 0.067 3.975 -0.522
H -2.378 5.910 -0.350
H -1.105 6.096 -1.342
H -1.385 3.859 -2.449
H -2.742 5.004 -2.621
H -2.672 2.418 -1.035
H -3.753 3.709 -0.658
H -4.511 3.668 -3.130
H -3.426 2.462 -3.438
H -5.473 1.255 -3.206
H -4.488 0.824 -1.901
H -5.697 1.946 -1.462
C -0.982 0.715 4.522
C -1.106 2.130 5.098
C -0.289 3.128 4.269
C -0.019 4.412 5.070
C 0.494 5.599 4.243
C 2.020 5.564 4.090
H -1.701 0.027 4.965
H 0.018 0.301 4.644
H -1.166 0.862 3.453
H -2.124 2.517 5.177
H -0.753 2.190 6.133
H -0.737 3.475 3.334
H 0.658 2.635 4.021
H -1.017 4.738 5.397
H 0.548 4.164 5.969
H -0.054 5.575 3.300
H 0.266 6.535 4.756
H 2.337 6.290 3.334
H 2.531 5.931 4.983
H 2.399 4.570 3.852
C -0.208 -0.951 1.049
C -0.937 -0.036 0.062
C 0.055 0.328 -1.041
S 0.967 -1.225 -1.325
O 2.413 -1.026 -1.335
O 0.273 -1.919 -2.378
C 0.473 -2.051 0.278
H -0.894 -1.389 1.782
H 0.465 -0.366 1.679
H -1.328 0.881 0.508
H -1.824 -0.528 -0.346
H 0.759 1.131 -0.827
H -0.375 0.570 -2.012
H 1.430 -2.419 0.654
H -0.056 -2.971 0.034
```

The SMILES is O=[N+]([O-])c1ccccc1.O=[N+]([O-])c1ccccc1.O=[N+]([O-])c1ccccc1.O=[N+]([O-])c1ccccc1.O=S1(=O)CCCC1.CCCCCC.CCCCCC.CCCCCC.CCCCCC. For the LUMO energy, the calculation gives -0.8816 eV. The calculated total energy is -92545.40621 eV. The calculation puts the energy above the lowest of the compared OMol25 structures with the same formula, charge and spin at 0.00 kcal per mole. For the HOMO energy, the calculation gives -9.40 eV. As for the gap between HOMO and LUMO: 8.52 eV.